This record from OMol25 describes a structure of composition C32H49BrN3O2PdS2Si in a non-equilibrium geometry. The level of theory is wB97M-V/def2-TZVPD.

Each line ends with the Mulliken charge.
CARTESIAN COORDINATES (ANGSTROEM)
Pd -2.495 1.182 -1.370  -0.297
C 0.548 5.020 1.105  -0.991
N -0.657 4.251 0.802  0.315
C -1.980 4.706 1.273  -0.914
C -0.437 2.995 0.389  0.849
O 0.618 2.347 0.347  -0.743
H 0.490 6.025 1.542  0.381
H 1.006 5.244 0.151  0.307
H 1.283 4.425 1.747  0.230
H -2.734 4.192 0.668  0.274
H -1.973 5.763 1.156  0.375
H -2.061 4.314 2.322  0.260
H -1.352 2.424 0.165  -0.267
C -6.364 -0.393 3.717  -1.185
C -5.043 -0.093 3.041  0.951
C -4.147 0.737 3.713  -0.943
C -2.979 1.050 3.010  -0.337
N -2.842 0.664 1.699  -0.028
C -3.708 -0.217 1.201  0.192
S -3.360 -0.731 -0.514  -0.580
N -4.861 -0.629 1.827  -0.604
H -6.265 -0.314 4.787  0.374
H -6.645 -1.446 3.555  0.330
H -7.118 0.249 3.275  0.248
H -4.477 1.158 4.669  0.275
H -2.114 1.588 3.394  0.543
O -3.593 0.839 -4.441  -0.768
S -2.565 1.454 -3.568  0.869
C -0.974 0.700 -3.981  0.619
C 0.231 1.060 -3.369  -0.088
C 1.354 0.215 -3.532  -0.435
C 1.362 -0.868 -4.418  -0.518
C 0.137 -1.176 -5.081  -0.577
C -0.988 -0.360 -4.905  -0.610
C -2.182 3.109 -4.043  0.552
C -2.634 3.653 -5.209  -0.441
C -2.153 4.939 -5.520  -0.569
C -1.470 5.685 -4.570  -0.427
C -1.092 5.133 -3.377  -0.731
C -1.384 3.761 -3.113  0.774
H 0.370 1.966 -2.727  -0.039
H 2.235 0.437 -2.920  0.458
H 2.301 -1.414 -4.646  0.366
H 0.012 -2.041 -5.723  0.366
H -1.920 -0.521 -5.425  0.485
H -3.210 3.018 -5.893  0.433
H -2.347 5.280 -6.524  0.373
H -1.222 6.711 -4.756  0.396
H -0.623 5.752 -2.593  0.325
H -0.994 3.250 -2.232  -0.767
C 2.689 -4.462 -0.782  -2.025
C 3.258 -3.220 0.027  2.601
C 3.943 -2.216 -1.023  -1.480
C 4.394 -3.747 0.874  -1.849
Si 1.957 -2.287 1.110  -1.580
Br 0.878 -0.923 -0.316  -0.114
C 2.784 -1.012 2.300  2.920
C 3.925 -0.266 1.589  -1.851
C 3.362 -1.728 3.514  -1.809
C 1.731 0.019 2.733  -1.437
C 0.482 -3.426 1.642  2.153
C -0.466 -2.602 2.540  -1.324
C -0.310 -3.870 0.399  -1.666
C 1.053 -4.598 2.472  -1.588
H 3.527 -4.934 -1.330  0.574
H 1.926 -4.184 -1.526  0.298
H 2.196 -5.134 -0.093  0.423
H 4.324 -2.780 -1.902  0.489
H 4.808 -1.722 -0.608  0.347
H 3.281 -1.423 -1.448  0.022
H 5.102 -4.313 0.204  0.419
H 4.052 -4.511 1.594  0.357
H 4.870 -3.052 1.583  0.309
H 4.791 -0.927 1.396  0.313
H 4.328 0.629 2.153  0.488
H 3.511 0.142 0.660  0.362
H 3.898 -2.678 3.372  0.306
H 2.517 -1.973 4.221  0.376
H 3.981 -0.962 4.085  0.435
H 1.977 1.013 2.321  0.326
H 1.651 0.069 3.866  0.191
H 0.739 -0.166 2.374  0.084
H -0.683 -1.572 2.193  -0.159
H -0.113 -2.511 3.602  0.243
H -1.412 -3.078 2.644  0.658
H -0.611 -3.034 -0.205  0.319
H -1.258 -4.257 0.801  0.534
H 0.250 -4.682 -0.157  0.229
H 1.787 -4.282 3.259  0.257
H 1.601 -5.234 1.795  0.334
H 0.293 -5.201 2.962  0.457

* charge: -1
* gap between HOMO and LUMO: 5.6 eV
* E_HOMO: -3.171 eV

This record from OMol25 describes a cluster of 7 separate species, C32H49N8O3P in total in a non-equilibrium geometry. The level of theory is wB97M-V/def2-TZVPD.

Each line ends with the Mulliken charge.
CARTESIAN COORDINATES (ANGSTROEM)
C 2.005 -1.175 2.459  -0.718
O 0.984 -0.581 1.544  -0.027
C 1.566 -0.558 0.171  -0.756
P 0.387 -1.364 -1.147  0.879
N -0.181 -2.823 -0.629  -0.771
C 2.107 0.937 -0.284  0.663
N 3.608 0.751 -0.583  -0.772
C 1.929 2.098 0.858  -0.506
C 0.499 2.898 0.824  -0.807
C -0.832 1.946 0.724  0.280
O -2.115 2.713 0.679  -0.378
C -3.197 1.822 1.214  0.505
C -3.365 0.237 0.758  -0.446
O -4.087 2.260 2.146  -0.576
H 3.078 -0.723 2.315  0.304
H 1.997 -2.365 2.365  0.264
H 1.666 -0.900 3.552  0.233
H 2.500 -1.290 0.219  0.451
H 1.182 -1.567 -2.338  -0.118
H -0.749 -0.510 -1.467  -0.030
H 0.201 -2.985 0.337  0.129
H 1.637 1.311 -1.311  0.056
H 4.098 1.685 -0.579  0.290
H 4.069 0.223 0.205  0.240
H 2.138 1.728 1.967  0.137
H 2.775 2.913 0.648  0.287
H 0.523 3.725 -0.022  0.270
H 0.420 3.482 1.862  0.270
H -0.921 1.268 1.699  0.182
H -0.806 1.299 -0.251  -0.122
H -4.484 -0.119 0.698  0.351
H -2.872 -0.394 1.643  -0.014
H -2.772 0.070 -0.242  0.209
C -1.492 -3.100 2.675  0.230
C -2.839 -3.000 3.095  -0.808
C -3.392 -4.258 3.005  -0.649
N -2.426 -5.113 2.541  0.009
C -1.263 -4.416 2.342  -0.726
H -0.766 -2.299 2.622  0.449
H -3.352 -2.106 3.428  0.531
H -4.388 -4.617 3.230  0.395
H -2.553 -6.102 2.373  0.194
H -0.374 -4.916 1.980  0.366
C -6.309 1.614 5.424  -0.477
C -6.122 1.326 6.797  -0.349
C -4.796 0.996 6.970  -0.862
N -4.178 1.071 5.748  0.142
C -5.092 1.453 4.801  -0.426
H -7.232 1.910 4.943  0.409
H -6.872 1.356 7.576  0.359
H -4.241 0.713 7.854  0.476
H -3.201 0.876 5.574  0.200
H -4.799 1.575 3.767  0.548
C 1.816 -1.373 -5.608  -0.015
C 2.008 -1.801 -6.943  -0.895
C 3.230 -2.431 -7.002  -0.432
N 3.786 -2.395 -5.749  0.129
C 2.928 -1.757 -4.891  -0.843
H 0.960 -0.844 -5.211  0.616
H 1.326 -1.664 -7.773  0.433
H 3.752 -2.900 -7.825  0.384
H 4.687 -2.780 -5.497  0.159
H 3.182 -1.629 -3.848  0.453
C -3.531 5.132 9.575  -0.591
C -4.144 6.115 8.763  -0.473
C -4.726 5.464 7.698  -0.511
N -4.480 4.123 7.836  0.073
C -3.757 3.910 8.981  -0.185
H -2.984 5.297 10.494  0.371
H -4.161 7.184 8.936  0.377
H -5.290 5.840 6.855  0.348
H -4.786 3.403 7.195  0.339
H -3.465 2.911 9.273  0.275
C -1.708 2.673 -7.087  -0.452
C -1.165 2.685 -5.780  -0.640
C -0.182 1.722 -5.735  -0.304
N -0.116 1.127 -6.968  0.106
C -1.040 1.704 -7.800  -0.495
H -2.501 3.305 -7.467  0.382
H -1.459 3.327 -4.959  0.391
H 0.474 1.410 -4.934  0.487
H 0.516 0.379 -7.224  0.186
H -1.143 1.375 -8.826  0.360
C 9.610 -3.683 -6.836  -0.430
C 9.097 -4.753 -6.064  -0.582
C 7.739 -4.559 -5.945  -0.228
N 7.415 -3.408 -6.614  0.088
C 8.549 -2.869 -7.165  -0.467
H 10.641 -3.524 -7.122  0.382
H 9.658 -5.577 -5.642  0.370
H 6.977 -5.140 -5.442  0.335
H 6.485 -3.016 -6.690  0.182
H 8.504 -1.955 -7.741  0.347

* gap between HOMO and LUMO: 8.0 eV
* SMILES: CO[C@@H]([PH2]=N)[C@H](N)CCCOC(C)=O.c1cc[nH]c1.c1cc[nH]c1.c1cc[nH]c1.c1cc[nH]c1.c1cc[nH]c1.c1cc[nH]c1
* E_HOMO: -7.773 eV

no.,DFT total energy (eV)
1,-145615.3798
2,-61322.0501